Here is a cluster of 7 separate species, C66H72INO28 in total in a non-equilibrium geometry from OMol25. Energies are from ωB97M-V with the def2-TZVPD basis set.

The geometry in XYZ format:
```
168
Properties=species:S:1:pos:R:3:mulliken_charge:R:1
C -1.62644 6.38534 2.17041 -1.037
C -0.15224 5.87800 1.56545 0.884
C 0.03977 4.27519 1.83005 -0.529
C 1.12707 3.52396 0.86450 0.035
C 1.13463 4.00401 -0.70098 -0.074
C -0.34272 4.13319 -1.40297 0.383
C -0.58723 3.16937 -2.70326 -0.563
C -0.20257 1.59513 -2.51969 -0.579
C -1.23717 0.68156 -1.64578 0.930
C -2.81860 1.19973 -1.83341 -0.720
O -3.02475 2.18683 -0.76769 0.529
C -4.43205 2.52994 -0.55274 -0.080
C -5.09643 1.98994 0.88481 -0.316
C -6.63509 2.31079 1.35043 0.450
C -7.12514 1.75521 2.81277 -0.950
C -7.59932 3.19300 0.35752 -0.655
C -6.94496 3.73834 -1.08112 -0.578
C -5.38790 3.42578 -1.54263 0.238
C -4.81572 4.04556 -2.94831 0.986
C -5.10505 2.90105 -4.12057 -1.038
C -5.66130 5.39656 -3.45718 -1.301
O -0.68608 0.86132 -0.25966 0.567
C -0.26940 -0.37403 0.48593 -0.266
O 0.69532 -0.53639 1.39874 -0.728
C -1.28382 -1.53849 -0.16244 1.819
C -0.84101 -3.07517 0.18421 -0.009
C -2.06791 -4.14559 0.36917 -0.401
C -3.02433 -4.34307 -0.95044 -0.634
C -2.68052 -1.17571 0.60895 0.406
C -2.42687 -1.41141 2.35763 0.244
C -2.20224 0.06545 3.24264 -0.285
O -3.56085 -0.86015 3.28313 -0.499
C -1.10954 -0.98712 -1.73378 -1.521
I 0.92416 -1.47437 -2.52445 0.460
C -2.03498 -1.74818 -2.89535 0.106
N -1.87404 -1.16469 -4.27911 -0.479
H -2.16873 5.55284 2.79472 0.278
H -2.36963 6.70388 1.31349 0.251
H -1.50212 7.35079 2.86127 0.295
H -0.14490 6.21125 0.44450 -0.824
H 0.67149 6.46499 2.15480 0.359
H -1.01177 3.76401 1.66268 -0.104
H 0.31307 4.08028 2.96550 0.371
H 1.00893 2.36886 1.02962 -0.062
H 2.20324 3.80224 1.30073 0.081
H 1.64243 5.08483 -0.71092 -0.222
H 1.89951 3.31992 -1.31152 0.320
H -1.24745 4.07668 -0.62529 -0.123
H -0.40259 5.25226 -1.81885 -0.230
H -1.67433 3.37759 -3.12351 -0.174
H 0.14210 3.58528 -3.55419 0.495
H -0.19785 1.13849 -3.62357 0.333
H 0.84690 1.54334 -2.00619 0.276
H -3.59644 0.32324 -1.63156 0.426
H -2.95062 1.59909 -2.92467 -0.092
H -4.39717 1.37104 1.62879 0.032
H -6.59328 0.73454 3.02383 0.262
H -8.29468 1.67726 2.77565 0.319
H -6.80754 2.52996 3.65920 0.250
H -8.70597 3.45228 0.66489 0.243
H -7.69198 4.40110 -1.73276 0.051
H -3.68772 4.33983 -2.85017 -0.128
H -4.11011 2.81984 -4.74303 0.203
H -5.34903 1.89336 -3.57384 0.240
H -6.02689 3.19722 -4.78106 0.427
H -5.27260 5.68628 -4.54808 0.354
H -5.41727 6.34892 -2.78961 0.280
H -6.80901 5.20248 -3.56841 0.339
H -0.28608 -3.02807 1.24093 -0.163
H -0.07488 -3.56395 -0.55083 0.027
H -1.55241 -5.20641 0.55645 0.367
H -2.75753 -3.96435 1.29688 0.179
H -3.72590 -3.43570 -1.18328 0.127
H -2.42747 -4.65365 -1.92922 -0.022
H -3.74666 -5.26511 -0.72909 0.416
H -3.60533 -1.82708 0.32174 0.255
H -2.96751 -0.04251 0.63431 -1.054
H -1.76247 -2.41183 2.72019 0.094
H -2.49368 1.05843 2.67472 0.053
H -1.57761 0.02204 4.24403 0.300
H -3.15761 -1.86484 -2.58439 0.165
H -1.59009 -2.85445 -2.94907 -0.095
H -1.09976 -1.59915 -4.82595 0.390
H -1.84581 -0.12256 -4.28515 0.220
O 3.24360 6.10110 0.18690 -0.416
C 3.96086 6.80859 0.88549 0.882
C 4.73276 6.27007 2.01631 -1.034
C 5.49129 7.07071 2.76748 0.388
O 6.22146 6.57077 3.83008 -0.577
C 5.58186 8.53109 2.49322 0.878
O 6.27297 9.24460 3.21254 -0.609
C 4.82927 9.06580 1.34798 -0.749
C 4.07340 8.26472 0.59455 0.219
O 3.36523 8.75964 -0.48512 -0.573
H 4.65595 5.20708 2.20579 0.467
H 6.68547 7.34586 4.21535 0.345
H 4.91836 10.12640 1.14918 0.435
H 2.89656 7.98563 -0.86661 0.213
O 2.62005 -7.77739 -6.80687 -0.622
C 2.07030 -6.96336 -6.07330 0.985
C 2.73241 -5.72231 -5.64202 -0.759
C 2.11197 -4.86491 -4.82927 0.188
O 2.72735 -3.69538 -4.42222 -0.671
C 0.73571 -5.13194 -4.32854 0.485
O 0.19840 -4.33396 -3.56782 -0.127
C 0.06422 -6.36085 -4.77881 -0.983
C 0.68319 -7.21671 -5.59435 0.377
O 0.05745 -8.37258 -6.02392 -0.577
H 3.73365 -5.54187 -6.01176 0.465
H 2.07636 -3.24736 -3.83914 0.019
H -0.94306 -6.53366 -4.42126 0.462
H 0.71070 -8.82344 -6.60208 0.347
O 0.85524 7.20026 -2.17912 -0.280
C 0.48467 8.20454 -2.77670 0.760
C 1.16744 8.69704 -3.98329 -1.075
C 0.74857 9.80342 -4.60064 0.409
O 1.38394 10.27035 -5.73663 -0.581
C -0.41656 10.57842 -4.09272 0.891
O -0.76672 11.60171 -4.67102 -0.608
C -1.11429 10.07299 -2.90042 -0.778
C -0.69769 8.96469 -2.28492 0.333
O -1.35005 8.48207 -1.16527 -0.609
H 2.01436 8.12520 -4.34032 0.472
H 0.89570 11.08293 -5.99324 0.349
H -1.97083 10.63650 -2.55242 0.448
H -0.85812 7.67295 -0.90524 0.271
O 0.98710 -4.32386 4.11980 -0.687
C 1.39392 -5.33269 3.55432 0.953
C 1.19019 -6.68003 4.10908 -0.762
C 1.66053 -7.75667 3.47641 0.180
O 1.47025 -9.02608 3.99078 -0.595
C 2.40772 -7.63545 2.19456 1.036
O 2.84392 -8.64183 1.64584 -0.808
C 2.59064 -6.29059 1.62731 -0.492
C 2.11735 -5.21409 2.25808 0.018
O 2.28314 -3.94702 1.72972 -0.630
H 0.64728 -6.75341 5.04268 0.438
H 1.90338 -9.63383 3.35240 0.320
H 3.12025 -6.21866 0.68569 0.468
H 1.85529 -3.33889 2.37113 0.319
O 0.81223 -2.55970 10.28043 -0.610
C 0.66151 -3.55881 9.58611 0.825
C -0.50723 -4.44179 9.72394 -0.850
C -0.63271 -5.53120 8.96363 0.335
O -1.72988 -6.36392 9.08605 -0.566
C 0.40084 -5.89388 7.95548 0.950
O 0.26681 -6.91149 7.28417 -0.665
C 1.55750 -4.99831 7.80059 -0.812
C 1.68145 -3.90696 8.55841 0.367
O 2.76453 -3.05903 8.41673 -0.569
H -1.24980 -4.16746 10.46223 0.414
H -1.58790 -7.08064 8.42981 0.346
H 2.29245 -5.26451 7.05138 0.495
H 2.62550 -2.34569 9.07710 0.353
O 7.29396 -9.85571 -4.03694 -0.622
C 6.89859 -9.41252 -2.96443 0.980
C 5.54579 -9.68366 -2.45354 -0.889
C 5.14081 -9.17201 -1.28956 0.557
O 3.87170 -9.42504 -0.80219 -0.531
C 6.03626 -8.30979 -0.47048 0.878
O 5.62937 -7.83884 0.58632 -0.535
C 7.39707 -8.05828 -0.96929 -0.981
C 7.80342 -8.57270 -2.13160 0.332
O 9.08192 -8.34281 -2.60566 -0.567
H 4.90453 -10.31015 -3.06021 0.459
H 3.81965 -8.94372 0.05228 0.336
H 8.04357 -7.44432 -0.35495 0.423
H 9.13184 -8.81914 -3.46292 0.347
```

## Properties
Total charge = 0
Highest occupied orbital energy = -8.31 eV
Orbital gap = 6.44 eV